Below is C28H36CoN9O4S as an isolated structure, with properties calculated with wB97M-V/def2-TZVPD.

Structure (XYZ):
```
79
Properties=species:S:1:pos:R:3:forces:R:3
Co 0.749004 -0.281852 -0.739786 0.2 0.8 0.8
C 2.196117 1.441201 4.272300 -0.1 0.0 0.0
N 1.238645 0.759355 3.402784 0.0 0.0 0.0
C 0.086175 0.138044 4.030946 0.0 0.0 0.0
C 1.412571 0.626321 2.067829 -0.2 0.3 0.0
N 0.703418 -0.142702 1.314961 -0.1 -0.6 -0.3
N 2.358362 1.471059 1.527434 0.4 -0.5 -0.2
C 2.983317 1.335098 0.315584 -0.5 0.1 0.2
N 3.856626 2.340633 0.071629 -0.1 -0.1 -0.2
N 2.738152 0.337362 -0.487457 0.1 -0.1 -0.2
H 1.896353 2.471653 4.478806 0.0 0.0 -0.1
H 3.183938 1.452058 3.822299 0.0 0.0 -0.1
H 2.261478 0.896477 5.214779 0.0 0.0 0.0
H -0.136816 0.669973 4.953230 0.0 0.0 0.0
H 0.264805 -0.918569 4.265607 0.0 0.1 0.0
H -0.790550 0.212661 3.385225 0.0 0.0 0.0
H 0.053063 -0.729940 1.817357 0.1 0.0 0.1
H 2.390334 2.439988 1.898590 0.3 0.5 0.4
H 3.676133 3.202848 0.578813 0.2 0.1 0.3
H 4.166450 2.446279 -0.878367 0.0 0.0 -0.1
H 3.297384 0.397888 -1.328765 0.1 0.0 0.0
C 1.087412 -0.177183 -2.707737 0.1 -0.1 -0.4
H 0.139811 -0.006983 -3.214346 0.0 0.0 0.1
H 1.570254 -1.089185 -3.060493 0.0 0.0 0.1
H 1.733224 0.689553 -2.833374 -0.1 0.0 0.1
O -1.648632 2.353132 -2.064954 0.2 0.1 0.0
C -0.654751 2.432585 -1.333141 0.2 0.0 -0.3
O -0.014197 1.415612 -0.884848 -0.2 0.4 0.1
C -0.089433 3.767674 -0.921097 0.0 0.0 0.1
C -0.445794 4.923350 -1.609021 0.0 0.0 0.0
C 0.130420 6.133756 -1.230115 0.0 0.0 0.0
C 1.042804 6.208039 -0.190482 0.0 0.1 -0.1
C 1.394380 5.045700 0.513776 0.0 -0.1 0.0
C 0.806052 3.829685 0.141231 -0.1 0.2 0.0
N 2.343040 5.121824 1.538603 0.1 0.3 0.1
O 2.660926 4.037078 2.237844 -0.1 0.0 -0.5
O 2.918653 6.227972 1.778637 -0.2 -0.5 0.0
H -1.153402 4.861219 -2.426433 0.0 0.0 0.1
H -0.137905 7.039257 -1.764183 0.0 0.0 0.0
H 1.505177 7.141256 0.099265 0.0 0.0 0.0
H 1.034128 2.936450 0.689349 -0.2 0.1 -0.1
C -5.156552 -1.873297 0.646731 0.0 0.1 -0.1
N -4.655644 -0.869040 -0.257443 0.0 0.1 0.0
C -5.547727 -0.171413 -1.179047 0.1 -0.1 0.1
C -4.594081 0.751413 -1.947507 0.2 -0.1 0.1
N -3.278525 0.257472 -1.537371 -0.2 -0.2 -0.2
C -3.355103 -0.597693 -0.516114 -0.1 -0.1 0.0
S -2.029354 -1.244613 0.309843 -0.2 -0.1 0.0
H -5.613200 -2.701784 0.094914 0.0 0.0 0.0
H -5.910126 -1.443146 1.311284 0.0 0.0 0.0
H -4.330484 -2.252617 1.239098 0.1 0.0 0.0
H -6.308666 0.380421 -0.627841 0.0 0.0 0.0
H -6.056509 -0.885165 -1.832490 0.0 -0.1 0.0
H -4.714014 1.795908 -1.661307 0.0 0.0 0.0
H -4.719273 0.677482 -3.025163 0.0 0.0 0.0
H -2.436033 0.797714 -1.769363 -0.1 0.2 0.1
C 2.177841 -4.250653 2.594489 0.0 0.0 0.0
C 0.932352 -4.564495 2.063771 0.0 0.0 0.0
C 0.483536 -3.932273 0.915409 -0.1 0.0 0.0
C 1.272173 -2.949858 0.305509 0.0 0.1 -0.1
C 2.518652 -2.627992 0.848454 0.0 0.1 -0.1
C 2.971477 -3.288829 1.975245 0.0 -0.1 0.0
N 0.770103 -2.244235 -0.807917 -0.1 -1.0 -0.3
C 0.201963 -3.022908 -1.807519 0.2 0.0 0.2
C 0.701449 -4.314542 -2.079080 0.0 0.1 0.0
C 0.176321 -5.065771 -3.113241 0.0 0.0 0.0
C -0.867593 -4.562423 -3.880507 0.0 0.1 0.0
C -1.374285 -3.290363 -3.613901 0.0 -0.1 -0.1
C -0.843746 -2.521204 -2.601594 0.0 0.1 0.0
H 2.527219 -4.748137 3.491197 0.0 0.0 0.0
H 0.305823 -5.305563 2.545338 0.0 0.0 0.0
H -0.495759 -4.150008 0.506405 0.0 0.0 0.0
H 3.109286 -1.854223 0.374838 0.0 0.0 0.0
H 3.946770 -3.046774 2.377770 0.0 0.0 0.0
H 1.530060 -4.692630 -1.495466 0.0 0.0 0.0
H 0.587959 -6.045831 -3.324537 0.0 0.1 0.0
H -1.283928 -5.152098 -4.687667 0.0 0.0 0.0
H -2.193288 -2.899516 -4.205069 0.0 0.0 0.0
H -1.256185 -1.547949 -2.372411 0.0 -0.1 0.0
```
Positions in Å, forces in eV/Å.

Its energy relative to the best compared isomer or geometry (same formula, charge and spin) is 1.991 eV. As for the expectation value of S²: 6.293. As for the multiplicity: 5. For the LUMO energy (spin up / spin down), the calculation gives -0.7 / -2.5 eV. The value obtained for the HOMO energy (spin up / spin down) is -5.3 / -8.1 eV. The molar mass comes out at 653.66 g mol⁻¹.